## i
Below is an isolated molecule of C3H6N2S2, with properties calculated with ωB97M-V with the def2-TZVPD basis set.

Values from the calculation:
Kohn-Sham gap   7.855 eV
HOMO level   -8.40 eV

XYZ file:
```
13
Properties=species:S:1:pos:R:3:nbo_charge:R:1
C 0.368 0.916 -1.164 0.081
C 0.315 0.172 0.094 -0.491
C 0.977 -1.193 -0.051 -0.600
N -0.615 1.199 -1.829 -0.543
N -1.751 0.107 2.147 -0.995
S -1.402 -0.216 0.666 0.914
S -2.196 1.000 -1.385 0.177
H 1.362 1.260 -1.615 0.193
H 0.934 0.594 0.824 0.247
H 1.341 -1.581 0.873 0.221
H 1.777 -1.074 -0.692 0.215
H 0.359 -2.116 -0.429 0.228
H -1.469 0.930 2.562 0.353
```


## ii
Below is an isolated molecule of C3H6N2S2, with properties calculated with ωB97M-V with the def2-TZVPD basis set.

Values from the calculation:
Kohn-Sham gap (spin up / spin down)   7.267 / 7.269 eV
SMILES string   N=S1(=N)C=CCS1
HOMO level (spin up / spin down)   -8.98 / -8.98 eV

XYZ file:
```
13
Properties=species:S:1:pos:R:3:nbo_charge:R:1
N -0.922 -1.426 1.787 -1.029
S -0.792 -1.048 0.295 1.553
N -2.083 -1.465 -0.458 -0.990
C -0.715 0.719 -0.385 -0.381
C 0.406 1.259 -0.678 -0.151
C 1.784 0.697 -0.355 -0.625
S 1.801 -0.858 0.406 -0.094
H -0.020 -1.368 2.161 0.369
H -2.674 -2.116 0.121 0.391
H -1.646 1.229 -0.720 0.258
H 0.274 2.194 -1.135 0.230
H 2.337 0.880 -1.389 0.225
H 2.250 1.302 0.351 0.244
```


## iii
Below is an isolated molecule of C3H6N2S2, with properties calculated with ωB97M-V with the def2-TZVPD basis set.

Values from the calculation:
Kohn-Sham gap   8.868 eV
SMILES string   [H]/N=C1/NSCCS1
HOMO level   -8.34 eV

XYZ file:
```
13
Properties=species:S:1:pos:R:3:nbo_charge:R:1
H 2.821 -1.822 0.988 0.373
N 2.500 -1.406 0.022 -0.732
C 1.235 -0.911 -0.123 0.265
N 1.049 0.021 -1.258 -0.797
S -0.470 0.866 -1.748 0.380
C -1.050 1.236 -0.034 -0.564
C -1.379 0.086 0.828 -0.574
S -0.149 -1.175 0.989 0.236
H 1.540 -0.263 -2.191 0.422
H -2.046 1.423 -0.263 0.237
H -0.454 2.107 0.406 0.244
H -1.333 0.311 2.034 0.269
H -2.263 -0.474 0.348 0.242
```


Which of them is most stable? Easy: iii.


## i
Below is an isolated molecule of C3H6N2S2, with properties calculated with ωB97M-V with the def2-TZVPD basis set.

Values from the calculation:
Kohn-Sham gap   7.809 eV
SMILES string   [H]/N=C(/C=S)N(C)S
HOMO level   -8.70 eV

XYZ file:
```
13
Properties=species:S:1:pos:R:3:nbo_charge:R:1
H 1.881 -1.615 -1.141 0.336
N 1.933 -0.649 -0.664 -0.635
C 0.709 -0.356 -0.372 0.351
C 0.995 1.039 0.251 -0.224
S 0.712 2.185 1.604 -0.028
N -0.475 -1.102 -0.350 -0.596
C -0.503 -2.470 -0.737 -0.438
S -1.801 -0.195 -0.638 0.239
H 1.851 1.164 -0.512 0.233
H -1.564 -2.742 -0.462 0.244
H 0.100 -2.852 0.101 0.213
H 0.010 -2.735 -1.734 0.209
H -2.280 -0.071 0.546 0.095
```


## ii
Below is a 2-piece molecular cluster, C3H6N2S2 overall, with properties calculated with ωB97M-V with the def2-TZVPD basis set.

Values from the calculation:
Kohn-Sham gap   8.432 eV
HOMO level   -8.51 eV

XYZ file:
```
13
Properties=species:S:1:pos:R:3:nbo_charge:R:1
C -0.956 -1.888 0.097 -0.204
C 1.617 3.707 0.891 -0.460
C -1.010 -2.665 -1.242 -0.613
N -0.329 -0.851 0.034 0.056
N 0.444 -0.019 0.013 -0.111
S 0.137 4.158 1.429 -0.022
S 2.000 1.975 0.851 0.082
H -1.669 -2.202 0.812 0.230
H 2.368 4.449 0.718 0.215
H -0.423 -3.569 -1.314 0.218
H -0.667 -1.903 -1.961 0.215
H -2.093 -2.969 -1.431 0.216
H 0.582 1.777 1.104 0.179
```


Which of them is most stable? Easy: ii.


## i
Below is a 2-piece molecular cluster, C4H12N2O3 overall, with properties calculated with ωB97M-V with the def2-TZVPD basis set.

Values from the calculation:
Kohn-Sham gap   7.575 eV
HOMO level   -6.82 eV

XYZ file:
```
21
Properties=species:S:1:pos:R:3:nbo_charge:R:1
C -1.732 -1.161 0.824 -0.412
C -1.210 -0.317 -1.389 -0.434
C -0.304 1.753 0.282 -0.442
C 2.300 -0.371 -0.012 1.040
N -0.661 -0.597 -0.043 -0.241
N 0.053 0.417 0.619 -0.651
O 1.838 -1.473 -0.240 -0.708
O 2.830 -0.005 1.169 -0.704
O 2.530 0.529 -0.968 -0.677
H -2.187 -2.040 0.371 0.191
H -1.284 -1.419 1.783 0.228
H -2.489 -0.395 0.990 0.207
H -2.009 0.422 -1.315 0.211
H -0.415 0.082 -2.019 0.232
H -1.598 -1.237 -1.822 0.209
H -0.076 2.044 -0.763 0.139
H -1.368 1.994 0.470 0.144
H 0.292 2.390 0.935 0.210
H 0.080 -1.336 -0.168 0.451
H 2.553 -0.624 1.856 0.508
H 2.855 1.344 -0.562 0.498
```


## ii
Below is a 2-piece molecular cluster, C4H12N2O3 overall, with properties calculated with ωB97M-V with the def2-TZVPD basis set.

Values from the calculation:
Kohn-Sham gap   9.676 eV
SMILES string   CNC(=O)O.CCON
HOMO level   -9.00 eV

XYZ file:
```
21
Properties=species:S:1:pos:R:3:nbo_charge:R:1
C -0.850 1.928 -0.423 -0.416
N -1.744 1.011 0.246 -0.663
C -2.107 -0.194 -0.271 0.897
O -1.457 -1.217 -0.285 -0.627
O -3.468 -0.273 -0.369 -0.701
H -0.218 1.354 -1.097 0.246
H -1.352 2.640 -1.081 0.176
H -0.320 2.508 0.335 0.195
H -2.423 1.436 0.862 0.396
H -3.711 -1.174 -0.619 0.495
C 1.646 -0.621 1.582 -0.646
C 2.088 0.040 0.295 -0.062
O 1.193 -0.315 -0.904 -0.458
N 1.202 -1.716 -1.171 -0.549
H 1.371 -1.655 1.391 0.234
H 0.824 -0.070 2.033 0.206
H 2.476 -0.610 2.287 0.209
H 3.052 -0.366 -0.026 0.177
H 2.205 1.121 0.374 0.184
H 1.351 -1.807 -2.174 0.336
H 0.243 -2.020 -0.984 0.370
```


Which of them is most stable? Easy: ii.


## i
Below is a 2-piece molecular cluster, C3H8S2 overall, with properties calculated with ωB97M-V with the def2-TZVPD basis set.

Values from the calculation:
Kohn-Sham gap   9.651 eV
SMILES string   C=C.CSS
HOMO level   -8.94 eV

XYZ file:
```
13
Properties=species:S:1:pos:R:3:nbo_charge:R:1
C 1.779 0.682 -0.946 -0.378
C 1.701 0.640 0.382 -0.399
H 1.829 -0.245 -1.495 0.194
H 1.958 1.637 -1.421 0.198
H 1.591 -0.293 0.900 0.192
H 1.751 1.556 0.956 0.192
C -1.619 -1.349 -0.359 -0.753
S -2.127 0.383 -0.070 0.083
S -1.758 0.808 1.857 -0.126
H -1.166 -1.320 -1.356 0.222
H -0.914 -1.835 0.302 0.235
H -2.545 -1.904 -0.498 0.221
H -0.480 1.239 1.748 0.119
```


## ii
Below is C3H8S2 as an isolated structure, with properties calculated with ωB97M-V with the def2-TZVPD basis set.

Values from the calculation:
Kohn-Sham gap   9.277 eV
HOMO level   -8.54 eV

XYZ file:
```
13
Properties=species:S:1:pos:R:3:nbo_charge:R:1
C 0.866 2.240 -0.650 -0.834
C -0.779 0.205 0.233 -0.769
C -0.134 -2.437 0.412 -0.782
H 0.986 2.673 -1.974 0.248
H -0.142 2.763 -0.279 0.233
H 1.888 2.371 0.150 0.244
H -1.793 0.855 0.506 0.247
H -0.176 -0.033 1.206 0.225
H -0.387 -3.532 0.684 0.247
H 0.512 -2.318 -0.457 0.232
H 0.327 -2.013 1.401 0.216
S 0.294 0.624 -1.049 0.266
S -1.462 -1.397 -0.184 0.225
```


Which of them is most stable? Easy: i.


## i
Below is an isolated molecule of C3H8S2, with properties calculated with ωB97M-V with the def2-TZVPD basis set.

Values from the calculation:
Kohn-Sham gap   9.608 eV
SMILES string   CSCCS
HOMO level   -8.78 eV

XYZ file:
```
13
Properties=species:S:1:pos:R:3:nbo_charge:R:1
C -2.200 -0.512 0.192 -0.745
S -0.549 -0.897 -0.436 0.240
C 0.226 0.597 0.030 -0.574
C 1.802 0.606 -0.305 -0.499
S 2.791 -0.925 0.055 -0.094
H -2.810 -1.371 -0.119 0.231
H -2.683 0.289 -0.238 0.212
H -2.339 -0.504 1.264 0.217
H -0.050 0.846 1.055 0.217
H -0.084 1.496 -0.538 0.217
H 2.241 1.388 0.249 0.218
H 2.029 0.639 -1.405 0.223
H 1.625 -1.653 0.196 0.137
```


## ii
Below is C3H8S2 as an isolated structure, with properties calculated with ωB97M-V with the def2-TZVPD basis set.

Values from the calculation:
Kohn-Sham gap   8.901 eV
HOMO level   -8.44 eV

XYZ file:
```
13
Properties=species:S:1:pos:R:3:nbo_charge:R:1
C 0.209 -1.944 -1.497 -0.843
C 0.345 -0.396 0.755 -0.717
C -0.503 2.233 0.767 -0.855
H 0.423 -1.943 -2.677 0.253
H 0.588 -3.131 -1.298 0.230
H -0.797 -1.451 -1.245 0.254
H 0.317 -1.313 1.372 0.223
H -0.888 0.272 0.637 0.215
H 0.500 3.271 0.871 0.261
H -0.645 1.518 -0.336 0.275
H -1.588 2.549 1.639 0.265
S 1.214 -0.860 -0.662 0.270
S 0.825 1.197 1.676 0.171
```


Which of them is most stable? Easy: i.


## i
Below is an isolated molecule of C2H4O2, with properties calculated with ωB97M-V with the def2-TZVPD basis set.

Values from the calculation:
Kohn-Sham gap   11.527 eV
SMILES string   O=CCO
HOMO level   -10.59 eV

XYZ file:
```
8
Properties=species:S:1:pos:R:3:nbo_charge:R:1
O 0.601 1.529 -0.524 -0.536
C 0.619 0.324 -0.659 0.415
C -0.236 -0.561 0.232 -0.168
O -1.052 0.190 1.073 -0.706
H 1.274 -0.196 -1.417 0.123
H -0.846 -1.246 -0.390 0.194
H 0.497 -1.166 0.806 0.191
H -0.857 1.125 0.878 0.488
```


## ii
Below is an isolated molecule of C2H4O2, with properties calculated with ωB97M-V with the def2-TZVPD basis set.

Values from the calculation:
Kohn-Sham gap   11.105 eV
SMILES string   O=CCO
HOMO level   -10.40 eV

XYZ file:
```
8
Properties=species:S:1:pos:R:3:nbo_charge:R:1
O 0.831 1.436 0.231 -0.530
C 0.930 0.260 -0.045 0.411
C -0.348 -0.580 -0.030 -0.179
O -1.418 0.307 -0.214 -0.705
H 1.917 -0.152 -0.328 0.131
H -0.538 -1.004 0.963 0.198
H -0.313 -1.373 -0.793 0.194
H -1.060 1.106 0.216 0.481
```


## iii
Below is C2H4O2 as an isolated structure, with properties calculated with ωB97M-V with the def2-TZVPD basis set.

Values from the calculation:
Kohn-Sham gap   8.703 eV
HOMO level   -8.19 eV

XYZ file:
```
8
Properties=species:S:1:pos:R:3:nbo_charge:R:1
O -1.352 0.266 -0.192 -0.698
C -0.348 -0.646 -0.032 -0.203
C 1.258 0.609 -0.010 0.302
O 0.745 1.640 0.277 -0.501
H -1.005 1.126 0.132 0.474
H -0.271 -1.090 0.975 0.147
H -0.390 -1.422 -0.804 0.171
H 1.314 -0.421 -0.366 0.308
```


Which of them is most stable? Easy: i.


## i
Below is a 2-piece molecular cluster, C2H4O2 overall, with properties calculated with ωB97M-V with the def2-TZVPD basis set.

Values from the calculation:
Kohn-Sham gap   10.807 eV
SMILES string   C=O.C=O
HOMO level   -10.18 eV

XYZ file:
```
8
Properties=species:S:1:pos:R:3:nbo_charge:R:1
C -0.741 -1.494 -0.709 0.281
O 0.039 -1.958 0.070 -0.495
H -0.762 -0.394 -0.842 0.100
H -1.384 -2.072 -1.393 0.115
C 0.744 1.436 0.729 0.251
O 0.111 2.444 0.540 -0.504
H 1.832 1.483 0.587 0.124
H 0.162 0.555 1.018 0.128
```


## ii
Below is a 2-piece molecular cluster, C2H4O2 overall, with properties calculated with ωB97M-V with the def2-TZVPD basis set.

Values from the calculation:
Kohn-Sham gap   10.860 eV
SMILES string   C=O.C=O
HOMO level   -10.38 eV

XYZ file:
```
8
Properties=species:S:1:pos:R:3:nbo_charge:R:1
C -0.828 2.166 2.285 0.252
O -1.072 3.397 2.190 -0.496
H -0.320 1.557 1.499 0.125
H -1.217 1.615 3.174 0.119
C 0.882 -2.203 -2.296 0.271
O 0.668 -1.398 -3.166 -0.488
H 1.873 -2.638 -2.028 0.115
H 0.014 -2.496 -1.658 0.103
```


## iii
Below is an isolated molecule of C2H4O2, with properties calculated with ωB97M-V with the def2-TZVPD basis set.

Values from the calculation:
Kohn-Sham gap   9.931 eV
SMILES string   C=COO
HOMO level   -9.02 eV

XYZ file:
```
8
Properties=species:S:1:pos:R:3:nbo_charge:R:1
C 0.010 -1.134 -0.118 -0.523
C 0.781 -0.058 -0.169 0.109
O 0.348 1.205 0.121 -0.253
O -1.079 1.122 0.286 -0.445
H -0.976 -1.047 0.314 0.227
H 0.356 -2.086 -0.492 0.212
H 1.841 -0.046 -0.416 0.199
H -1.263 2.049 0.478 0.473
```


## iv
Below is an isolated molecule of C2H4O2, with properties calculated with ωB97M-V with the def2-TZVPD basis set.

Values from the calculation:
Kohn-Sham gap   11.334 eV
SMILES string   CC(=O)O
HOMO level   -10.57 eV

XYZ file:
```
8
Properties=species:S:1:pos:R:3:nbo_charge:R:1
C 0.956 -0.043 -0.013 -0.727
C -0.488 0.294 -0.030 0.787
O -0.903 1.415 -0.015 -0.589
O -1.291 -0.791 -0.032 -0.689
H 1.188 -0.746 -0.799 0.237
H 1.175 -0.519 0.970 0.242
H 1.582 0.851 -0.158 0.241
H -2.219 -0.460 0.078 0.497
```


Which of them is most stable? Easy: iv.


## i
Below is an isolated molecule of C5H4N2O, with properties calculated with ωB97M-V with the def2-TZVPD basis set.

Values from the calculation:
Kohn-Sham gap   7.794 eV
SMILES string   c1ncc2o[nH]cc1-2
HOMO level   -7.98 eV

XYZ file:
```
12
Properties=species:S:1:pos:R:3:nbo_charge:R:1
C -0.748 -1.259 1.053 -0.024
N -1.293 -0.309 1.803 -0.358
C -0.885 0.974 1.226 -0.178
C 0.084 0.757 0.322 0.202
O 0.604 1.543 -0.582 -0.281
N 0.874 0.653 -1.672 -0.276
C 0.647 -0.678 -1.238 0.057
C 0.147 -0.609 0.083 -0.186
H -0.759 -2.301 1.262 0.201
H -1.281 1.891 1.726 0.216
H 1.860 0.835 -2.025 0.389
H 0.752 -1.496 -1.957 0.239
```


## ii
Below is an isolated molecule of C5H4N2O, with properties calculated with ωB97M-V with the def2-TZVPD basis set.

Values from the calculation:
Kohn-Sham gap   8.608 eV
SMILES string   O=Nc1ccccn1
HOMO level   -9.05 eV

XYZ file:
```
12
Properties=species:S:1:pos:R:3:nbo_charge:R:1
O -3.251 -0.403 0.321 -0.230
N -2.569 0.333 -0.318 0.136
C -1.069 0.071 -0.179 0.219
C -0.215 1.173 -0.028 -0.250
C 1.149 0.889 0.141 -0.097
C 1.516 -0.474 0.018 -0.223
C 0.529 -1.494 -0.078 0.062
N -0.753 -1.268 -0.128 -0.375
H -0.370 2.258 -0.143 0.237
H 1.544 1.629 0.239 0.150
H 2.493 -0.502 -0.041 0.204
H 0.997 -2.213 0.196 0.168
```


## iii
Below is an isolated molecule of C5H4N2O, with properties calculated with ωB97M-V with the def2-TZVPD basis set.

Values from the calculation:
Kohn-Sham gap   8.912 eV
SMILES string   N#Cc1c[nH]cc1O
HOMO level   -8.61 eV

XYZ file:
```
12
Properties=species:S:1:pos:R:3:nbo_charge:R:1
N -3.079 0.053 0.008 -0.328
C -1.935 -0.073 0.099 0.287
C -0.452 -0.182 -0.019 -0.262
C 0.072 -1.523 0.000 -0.019
N 1.511 -1.323 -0.002 -0.509
C 1.782 0.030 0.044 -0.149
C 0.637 0.738 -0.017 0.260
O 0.567 2.014 -0.122 -0.649
H -0.472 -2.475 -0.327 0.246
H 2.264 -1.973 -0.075 0.420
H 2.616 0.692 0.393 0.211
H 1.412 2.594 0.306 0.492
```


Which of them is most stable? Easy: iii.